Entry from the OMol25 dataset: a molecular structure, C26H67AsN4O2ReSi4Te (ωB97M-V/def2-TZVPD).

Last column: Mulliken spin population.
Cartesian coordinates (Å):
Re  1.74273  0.48217  -0.85206  1.093
C  1.31543  3.70470  -0.81630  0.010
O  1.84752  3.20304  0.39109  0.000
C  2.02812  1.88382  0.51991  -0.110
C  2.59522  1.62910  1.89208  0.005
H  2.11393  3.95520  -1.52103  0.001
H  0.75844  4.60635  -0.56752  0.002
H  0.64316  2.94945  -1.27043  -0.020
H  2.35492  2.45728  2.55608  0.016
H  3.68395  1.56373  1.79997  0.003
H  2.22246  0.68856  2.29657  -0.035
N  -3.95528  1.52285  -4.23302  0.000
C  -2.66045  2.02018  -4.76862  0.001
C  -1.56595  0.98577  -4.44848  0.001
N  -1.47736  0.67317  -3.04767  -0.003
C  -2.74958  0.29178  -2.49036  -0.001
C  -3.86111  1.31823  -2.75959  -0.003
H  -4.15615  0.61306  -4.67036  0.000
H  -4.71930  2.16652  -4.47284  0.000
H  -2.44269  2.97568  -4.29025  0.000
H  -2.74236  2.16007  -5.84575  0.000
H  -0.60595  1.35386  -4.80877  -0.001
H  -1.79019  0.06085  -4.99252  0.000
H  -1.01545  1.39333  -2.49953  0.002
H  -2.61945  0.14508  -1.41545  0.004
H  -3.04717  -0.66493  -2.93129  0.000
H  -3.63119  2.27758  -2.29483  0.000
H  -4.81608  0.96261  -2.37379  0.000
C  5.19733  -1.01787  0.21869  -0.005
As  4.21310  -0.18583  -1.25468  0.057
C  5.39484  1.32922  -1.59126  -0.009
C  4.71826  -1.39206  -2.70212  -0.010
H  6.25932  -0.81030  0.08907  0.001
H  5.05559  -2.09811  0.20726  0.001
H  4.88357  -0.63117  1.18855  0.001
H  6.40480  0.96450  -1.77777  -0.003
H  5.40964  1.98645  -0.71939  -0.001
H  5.07631  1.91741  -2.45170  0.003
H  5.76177  -1.67776  -2.57681  -0.001
H  4.59844  -0.92861  -3.68219  0.001
H  4.10554  -2.29317  -2.67538  0.001
C  2.18939  -4.45403  0.85628  0.004
C  2.18337  -3.86090  -0.54156  0.001
O  2.26357  -2.43580  -0.50553  0.006
H  1.93949  -5.51082  0.82313  0.000
H  1.45273  -3.94301  1.47653  -0.002
H  3.17279  -4.35688  1.31332  0.000
H  1.24957  -4.11687  -1.05431  -0.001
H  3.01851  -4.26208  -1.12706  0.001
H  2.69407  -2.20540  0.33092  -0.001
C  0.57435  -3.23265  -4.97790  0.001
C  0.99571  -1.94216  -4.38600  -0.003
C  1.54171  -0.82098  -4.97933  -0.007
C  1.78114  0.08432  -3.93736  -0.005
N  1.39599  -0.45404  -2.78327  0.059
N  0.91874  -1.66901  -3.06858  -0.004
C  2.38603  1.44324  -4.01735  -0.009
H  0.58102  -3.15527  -6.06105  0.000
H  -0.42586  -3.50816  -4.64699  0.000
H  1.25928  -4.02960  -4.68868  0.000
H  1.74164  -0.66607  -6.01902  0.000
H  0.59893  -2.26912  -2.32064  -0.003
H  1.84225  2.08094  -4.71280  0.005
H  3.41340  1.37553  -4.38062  0.005
H  2.38553  1.92717  -3.03109  -0.005
C  -1.54542  3.73476  2.56115  0.000
Si  -2.65166  2.18796  2.36791  0.000
C  -3.52998  2.30672  0.65534  0.002
C  -4.00263  2.15759  3.70982  0.001
Si  -1.40889  0.14749  2.65460  0.026
Te  -0.24946  -0.58245  0.37675  -0.059
Si  -0.12342  0.28894  4.74896  -0.002
C  0.98948  -1.26524  4.84938  0.004
C  -1.48180  0.22455  6.08774  0.002
C  0.90940  1.83182  5.23029  -0.001
Si  -2.83867  -1.83049  2.66612  -0.007
C  -4.05229  -1.86396  4.13913  -0.001
C  -1.76068  -3.41208  2.70688  0.000
C  -3.89454  -1.88534  1.06085  -0.003
H  -2.08137  4.64868  2.32149  0.000
H  -0.66771  3.69069  1.92436  0.000
H  -1.19556  3.83083  3.58286  0.000
H  -4.40266  2.95117  0.69939  0.000
H  -3.86362  1.32736  0.32853  -0.001
H  -2.85642  2.70656  -0.09605  0.000
H  -4.53023  3.10392  3.78675  0.000
H  -3.56464  1.95171  4.67990  0.000
H  -4.74654  1.38991  3.52238  0.000
H  0.39991  -2.15112  5.05748  0.000
H  1.72023  -1.17509  5.64658  0.000
H  1.53433  -1.44701  3.92839  -0.004
H  -2.29520  -0.43638  5.81856  0.000
H  -1.90843  1.20632  6.26584  0.000
H  -1.08892  -0.11971  7.03957  0.000
H  1.74227  2.03413  4.56852  0.000
H  1.32199  1.69432  6.22798  0.000
H  0.29601  2.72648  5.27338  0.000
H  -3.53132  -1.98148  5.08296  0.000
H  -4.74891  -2.69390  4.06195  0.000
H  -4.64114  -0.95519  4.20221  0.000
H  -1.23738  -3.50914  3.65213  0.000
H  -1.01675  -3.38559  1.91603  0.001
H  -2.35178  -4.31363  2.57290  0.000
H  -4.57869  -1.04489  1.01020  0.000
H  -4.49232  -2.79018  1.01001  0.000
H  -3.25667  -1.85917  0.18223  0.002

- Multiplicity: 2
- Expectation value of S²: 1.18
- E_LUMO (spin up / spin down): -5.44 / -4.89 eV
- Max |F|: 0.98 eV Å⁻¹
- Total energy: -5139.90593 Ha
- Total charge: +2